[1]
6
Properties=species:S:1:pos:R:3:forces:R:3:mulliken_charge:R:1 method="wB97M-V/def2-TZVPD" total_charge=0 homo_lumo_gap_ev=8.86
C -1.808 -0.517 -0.001 2.3923 0.9640 0.0455 -0.01
C 0.293 0.487 0.015 -3.2354 -2.5696 -0.0170 -0.06
N -2.857 -1.026 -0.009 1.4457 0.7230 0.0065 -0.29
O 2.738 0.119 -0.024 0.0580 -0.3198 0.0474 -0.45
S 1.467 -0.608 0.015 -0.4937 0.7614 -0.0629 0.44
H 0.167 1.545 0.003 -0.1670 0.4410 -0.0195 0.38

=====

[2]
89
Properties=species:S:1:pos:R:3:forces:R:3:mulliken_charge:R:1 method="wB97M-V/def2-TZVPD" total_charge=+1 homo_lumo_gap_ev=6.47
C 4.224 3.775 1.692 0.2766 0.2213 -0.0487 -1.08
Si 4.000 2.158 2.575 -0.5484 -0.1485 0.1105 0.28
C 5.392 0.966 2.281 0.2088 0.0848 0.0038 -1.13
C 3.658 2.372 4.392 0.1420 0.1506 0.1267 -0.95
O 2.716 1.393 1.846 -0.6115 -0.4096 -0.4974 -0.42
C 1.323 1.218 2.000 0.4768 -0.5611 0.0094 1.84
C 1.047 0.022 2.944 -0.0589 0.4979 -0.2076 0.15
C 2.014 -0.977 3.100 -0.0096 0.0348 0.4288 -0.28
C 1.788 -2.039 3.983 -0.0607 0.2492 -0.2619 -0.92
C 0.595 -2.100 4.708 -0.0596 -0.1330 -0.0813 -0.74
C -0.396 -1.135 4.509 0.0167 0.1307 -0.2543 -1.25
C -0.185 -0.095 3.596 0.0502 -0.3790 0.1957 -0.11
C 0.684 2.553 2.417 0.5037 -0.3829 0.2955 0.43
C 0.247 2.807 3.723 -0.1297 0.2353 -0.2991 -0.31
C -0.290 4.055 4.044 0.1707 -0.0390 0.2134 -0.97
C -0.300 5.085 3.108 -0.1153 -0.0921 -0.3449 -0.71
C 0.211 4.851 1.826 0.1517 -0.1017 0.0640 -0.93
C 0.723 3.596 1.495 -0.3905 0.4269 0.0091 -0.76
C 0.873 0.782 0.558 0.5034 0.3668 0.2933 -1.40
C 1.546 -0.495 0.038 0.0129 0.1964 -0.7117 -1.12
C 0.527 -1.622 0.196 -0.2286 -0.4173 0.4810 -0.78
C -0.838 -0.931 0.236 -0.1399 -1.4000 -0.2841 0.67
N -0.556 0.463 0.520 -1.8004 1.8402 -1.0783 0.73
C -1.501 1.394 0.375 2.2067 -0.9727 -0.2176 0.53
C -2.872 1.123 0.369 -1.3171 -0.3583 -0.4689 -1.70
C -3.558 0.048 -0.170 0.2137 0.8672 0.6603 0.21
C -4.835 -0.296 0.406 -1.6127 0.0574 0.6004 0.40
C -5.861 -0.945 -0.328 0.4343 0.2820 0.0692 -0.28
C -7.122 -1.140 0.230 -0.0807 0.0163 0.2165 -0.66
C -7.399 -0.720 1.542 0.3779 -0.1564 -0.3614 -0.32
C -6.388 -0.122 2.301 -0.0710 0.0092 -0.0246 -0.84
C -5.127 0.080 1.752 0.0497 0.1308 -0.5315 -0.12
H 5.038 4.346 2.160 -0.1481 -0.0047 -0.1802 0.41
H 4.486 3.605 0.639 0.0077 0.0387 0.1966 0.29
H 3.315 4.389 1.713 0.1971 -0.1360 0.1195 0.28
H 6.318 1.401 2.677 -0.0229 -0.2338 -0.1016 0.42
H 5.210 0.003 2.776 0.0721 0.2366 -0.0040 0.29
H 5.524 0.772 1.211 0.0312 0.0743 0.1443 0.33
H 4.622 2.548 4.892 -0.3034 -0.0265 0.0728 0.50
H 2.999 3.227 4.591 0.1633 -0.1327 -0.0219 0.26
H 3.193 1.476 4.824 0.1739 0.1286 -0.0735 0.25
H 2.955 -0.911 2.547 -0.3615 0.0244 0.3503 0.31
H 2.559 -2.808 4.083 -0.3427 0.2257 0.0947 0.46
H 0.421 -2.926 5.402 0.0741 0.3257 -0.1765 0.44
H -1.338 -1.164 5.064 0.3529 -0.1487 -0.1945 0.46
H -0.968 0.651 3.417 0.3022 -0.3955 0.1537 0.77
H 0.332 2.039 4.490 -0.1095 0.3026 -0.2407 0.67
H -0.683 4.213 5.051 0.1896 0.0575 -0.3150 0.45
H -0.709 6.064 3.360 0.1151 -0.2968 -0.0395 0.44
H 0.231 5.639 1.075 -0.0134 -0.0825 0.2685 0.45
H 1.161 3.439 0.504 -0.1834 0.1411 0.3769 0.54
H 1.084 1.611 -0.135 -0.1521 -0.2992 0.3469 1.07
H 1.722 -0.312 -1.031 0.0976 -0.2329 0.2077 0.66
H 2.511 -0.703 0.502 -0.2212 0.1700 -0.0482 0.25
H 0.555 -2.335 -0.635 0.0863 0.1621 0.1241 0.62
H 0.679 -2.188 1.123 0.0971 0.1785 -0.2167 0.21
H -1.317 -1.015 -0.745 0.3946 0.3558 0.3501 -1.25
H -1.538 -1.398 0.945 0.2336 0.4072 0.2365 0.48
H -1.153 2.424 0.313 -0.0285 -0.1746 0.5087 0.63
H -3.455 1.921 0.858 0.2350 -0.5867 -0.0845 0.71
H -3.215 -0.474 -1.070 0.2220 -0.0105 0.5246 0.39
H -5.656 -1.235 -1.364 -0.1465 0.0372 0.3912 0.41
H -7.911 -1.616 -0.359 0.3185 0.1684 0.1846 0.37
H -8.390 -0.878 1.973 0.3414 0.0666 -0.1796 0.38
H -6.601 0.204 3.324 0.1483 -0.1632 -0.3958 0.37
H -4.354 0.583 2.344 -0.3059 -0.3732 -0.1754 0.34
C 1.385 -4.227 -7.426 -0.5640 0.0439 -0.1565 -0.60
C 2.229 -2.952 -7.511 0.2310 -0.0027 0.4245 -0.65
C 1.456 -1.872 -6.735 -0.0019 0.3900 -0.5562 -0.64
N 0.475 -2.602 -5.945 -0.1950 0.3203 0.2935 0.15
C -0.251 -2.044 -4.939 -0.0466 0.1112 -0.2551 1.21
C -0.321 -0.634 -4.785 -0.0655 0.0570 0.5951 -0.75
C -0.979 -0.111 -3.670 0.0706 -0.6946 -0.4471 -0.69
N -1.581 -0.872 -2.739 0.3508 -0.2360 0.0009 -0.32
C -1.523 -2.212 -2.894 0.1653 0.5058 -0.9198 -0.55
C -0.960 -2.840 -4.000 -0.0205 0.1167 0.4023 -0.69
C 0.394 -4.011 -6.267 0.0707 -0.6276 0.1599 -0.67
H 0.806 -4.349 -8.347 0.2209 -0.1453 0.0920 0.29
H 1.996 -5.118 -7.259 -0.1599 0.1474 -0.1705 0.32
H 3.197 -3.124 -7.030 -0.0837 0.0957 -0.0944 0.30
H 2.417 -2.645 -8.539 0.0247 -0.0395 0.0741 0.32
H 2.147 -1.273 -6.116 -0.4131 -0.2180 0.0017 0.31
H 0.961 -1.172 -7.435 0.1053 -0.2071 0.2504 0.31
H 0.128 0.038 -5.520 -0.0834 -0.2828 0.3318 0.38
H -1.011 0.969 -3.508 -0.1057 -0.2773 -0.1304 0.45
H -1.931 -2.813 -2.080 -0.1570 0.0861 -0.2174 0.40
H -1.037 -3.928 -4.091 0.2190 0.5068 0.0405 0.34
H -0.636 -4.305 -6.554 0.4162 0.1931 0.1532 0.31
H 0.672 -4.619 -5.390 -0.0540 0.1073 -0.1810 0.32

=====

[3]
45
Properties=species:S:1:pos:R:3:forces:R:3:mulliken_charge:R:1 method="wB97M-V/def2-TZVPD" total_charge=0 homo_lumo_gap_ev=8.83
H -0.139 -0.914 0.526 -0.0515 -0.4353 -0.3221 0.30
H 0.668 -0.582 -0.718 -0.4079 -0.0990 -0.0392 0.17
H -0.450 -2.058 2.575 -0.1136 -0.2478 0.3083 0.31
H -1.569 -2.360 1.591 -0.0700 -0.5546 0.1539 0.18
H 2.842 -3.051 -1.544 -0.0465 0.0552 -0.1167 0.31
H 2.473 -1.623 -1.176 0.0209 -0.4077 -0.4224 0.14
H 4.051 -1.512 0.949 0.3749 -0.0365 0.4379 0.38
H 5.018 -2.211 0.007 0.0952 0.1860 -0.0965 0.31
H 1.585 -0.398 1.225 0.1075 0.2026 -0.2220 0.31
H 2.634 -0.890 0.241 0.1983 0.4810 0.3567 0.32
H -4.333 -1.414 1.649 -0.0125 -0.1089 0.0660 0.31
H -2.841 -1.129 1.585 -0.2587 0.3375 0.0328 0.31
H 0.127 -0.031 -3.421 -0.0828 0.2746 -0.1401 0.28
H -1.236 -0.697 -3.500 0.0179 0.1025 -0.1956 0.28
H 2.404 3.017 -2.344 0.1189 -0.0612 -0.0763 0.28
H 2.076 1.533 -2.367 0.0598 0.1283 -0.0358 0.26
H -1.450 2.467 -2.109 -0.0378 -0.1496 -0.1017 0.29
H -0.256 3.327 -1.728 0.0686 -0.2714 -0.0737 0.30
H -0.101 1.960 2.310 0.0602 0.2812 -0.2441 0.34
H 1.073 2.923 2.367 0.2745 0.4194 0.4369 0.25
H 0.413 -4.176 -1.138 -0.1396 0.0264 -0.0507 0.28
H 1.039 -3.389 0.001 -0.2097 0.0109 0.3601 0.28
H -3.479 0.803 -1.603 0.3070 0.2514 -0.2140 0.30
H -2.167 0.042 -1.703 0.3236 0.2017 -0.1252 0.22
H 0.841 -0.332 3.275 0.1421 -0.0070 0.1859 0.21
H 1.546 0.888 3.845 0.0637 -0.0356 0.1165 0.34
H -3.727 2.846 0.048 -0.0885 0.1272 -0.0739 0.26
H -4.214 1.478 0.497 -0.1141 0.1163 0.2064 0.25
H -1.492 3.035 1.232 0.0625 -0.1139 -0.2933 0.26
H -1.851 1.874 0.319 -0.1365 0.0014 -0.4871 0.38
O 0.051 -0.195 -0.087 -0.3684 0.3141 -0.0244 -0.33
O -0.814 -2.766 2.032 0.3430 0.5726 -0.1203 -0.54
O 2.989 -2.136 -1.808 -0.0847 -0.0100 -0.0331 -0.55
O 4.844 -1.359 0.424 0.0561 -0.1669 -0.0133 -0.62
O 2.212 -1.115 1.078 0.1637 -0.4104 0.2083 -0.66
O -3.526 -1.466 2.174 0.0330 0.1205 -0.2312 -0.61
O -0.663 -0.082 -3.971 0.1120 -0.4359 0.0689 -0.58
O 1.725 2.392 -2.624 1.0672 -0.1116 0.0687 -0.55
O -0.619 2.810 -2.456 -0.9110 0.5027 0.1502 -0.57
O 0.197 2.815 1.980 4.6082 1.1003 4.1647 -0.57
O 0.212 -3.500 -0.481 0.2971 -0.0164 -0.3885 -0.54
O -2.554 0.913 -1.851 0.1241 -1.4337 -1.0173 -0.57
O 1.172 0.037 4.101 -0.1617 0.0711 -0.2279 -0.60
O -3.614 1.905 -0.125 -1.5921 0.6631 1.3774 -0.56
O -1.097 2.319 0.722 -4.2124 -1.4346 -3.3131 -0.56

=====

[4]
134
Properties=species:S:1:pos:R:3:forces:R:3:mulliken_charge:R:1 method="wB97M-V/def2-TZVPD" total_charge=+1 homo_lumo_gap_ev=9.36
C -0.076 4.289 -5.088 0.0343 -0.1277 -0.0181 -0.81
C -1.460 3.668 -5.311 0.0999 0.0141 -0.0494 -0.54
C -2.312 3.484 -4.050 -0.1358 0.0904 -0.0844 -0.69
C -2.242 4.626 -3.036 -0.2216 -0.2594 0.0156 -0.68
C -3.030 4.307 -1.749 -0.0305 0.1106 -0.1629 -0.49
C -2.219 4.571 -0.480 -0.0240 0.0191 -0.0883 -1.88
C -1.175 3.494 -0.225 0.0209 0.0809 -0.1672 1.72
N -1.782 2.312 0.395 0.1225 -0.1258 0.1124 0.13
C -3.047 1.956 0.565 -0.0803 -0.0615 0.1198 -0.61
N -3.188 0.780 1.154 0.0697 0.0535 -0.0877 -0.50
C -1.929 0.357 1.361 0.1816 -0.0684 0.0445 0.41
N -1.494 -0.786 1.898 -0.0432 0.0195 -0.0152 0.20
C -2.244 -1.930 2.467 -0.0229 -0.0916 0.1056 -0.70
N -3.654 -1.733 2.455 0.0518 -0.0735 -0.1015 -0.31
C -4.313 -2.055 1.191 -0.0752 -0.0203 0.0574 -0.82
N -1.037 1.274 0.916 -0.2421 0.2043 -0.0099 0.57
C 0.415 1.243 0.926 0.4045 -0.0973 -0.0549 -1.18
C 1.034 0.274 -0.098 0.2373 -0.0059 0.0241 -0.64
C 1.675 -0.979 0.540 -0.1066 0.0514 -0.2285 -0.67
C 1.372 -2.303 -0.174 -0.0222 -0.0380 0.0393 -1.43
C 2.308 -2.565 -1.361 0.0797 0.2068 -0.0837 -0.48
C 1.739 -2.114 -2.710 0.0417 -0.0980 0.1046 -0.69
C 0.712 -3.085 -3.290 0.0231 0.0486 -0.0938 -0.58
C 1.339 -4.405 -3.776 -0.0205 -0.1475 0.1063 -0.75
C 0.940 -4.810 -5.201 -0.1133 -0.0072 -0.0057 -0.92
C -0.218 -5.802 -5.238 -0.0861 -0.0197 -0.2260 -0.58
O -1.197 -5.447 -4.279 0.1348 0.1313 0.1771 -0.27
C -1.809 -6.531 -3.623 -0.0682 -0.0466 -0.0882 -0.77
H 0.636 3.915 -5.824 -0.0169 0.0770 -0.0540 0.36
H 0.329 4.039 -4.104 0.0115 -0.0282 -0.0151 -0.05
H -0.093 5.376 -5.176 -0.0090 0.0082 0.1195 0.29
H -2.016 4.268 -6.035 0.0581 0.0472 0.0028 0.31
H -1.321 2.692 -5.782 -0.1367 -0.0270 0.0134 0.36
H -3.359 3.391 -4.355 0.0120 -0.1641 0.0269 0.33
H -2.063 2.531 -3.567 0.1487 0.0860 0.0935 0.30
H -2.678 5.515 -3.498 0.2353 0.1292 0.0203 0.43
H -1.201 4.848 -2.788 -0.0235 0.0826 -0.0448 0.31
H -3.951 4.885 -1.713 -0.0105 0.0042 -0.0125 0.46
H -3.356 3.263 -1.795 0.0046 0.0049 0.0782 0.52
H -1.681 5.515 -0.597 0.0024 -0.0040 0.0319 0.46
H -2.861 4.696 0.396 0.0357 -0.0458 0.0309 0.63
H -0.724 3.196 -1.177 0.0278 -0.0738 0.0434 0.15
H -0.369 3.850 0.412 -0.1318 0.0100 0.1105 -1.27
H -3.868 2.579 0.251 -0.0039 0.0331 -0.0372 0.80
H -0.494 -0.907 1.917 0.0295 -0.0192 -0.0618 -0.24
H -1.908 -2.049 3.497 -0.0316 0.0501 0.0138 0.42
H -1.910 -2.819 1.911 -0.0053 0.0696 -0.0863 0.35
H -4.074 -2.239 3.220 -0.0153 0.1203 0.0624 0.31
H -5.235 -1.485 1.099 -0.0109 -0.0068 0.0105 0.22
H -3.675 -1.763 0.358 0.0078 -0.0045 0.0030 0.28
H -4.544 -3.121 1.096 0.0572 -0.0020 -0.0550 0.34
H 0.752 0.981 1.934 -0.1868 0.0185 0.0493 1.12
H 0.765 2.259 0.764 -0.0551 0.0367 -0.0322 -0.21
H 0.289 0.000 -0.849 -0.0753 -0.0146 0.0946 0.48
H 1.815 0.818 -0.632 -0.0818 0.0027 -0.0995 -0.08
H 2.759 -0.839 0.539 -0.1744 0.0411 0.0373 0.40
H 1.398 -1.057 1.600 -0.0239 0.0537 -0.0051 0.90
H 1.452 -3.114 0.553 0.0700 -0.0093 -0.0078 0.56
H 0.329 -2.297 -0.514 -0.0038 -0.0648 0.0619 0.43
H 2.583 -3.621 -1.409 -0.0972 -0.0244 -0.0305 0.42
H 3.238 -2.020 -1.186 0.0547 -0.1085 0.0212 0.28
H 2.567 -2.006 -3.417 -0.0338 0.0189 -0.0382 0.43
H 1.295 -1.118 -2.599 0.0136 -0.0036 -0.0234 0.12
H -0.066 -3.296 -2.550 -0.0365 0.0348 -0.0312 0.13
H 0.206 -2.603 -4.130 -0.0343 -0.0024 0.0291 0.57
H 2.428 -4.342 -3.707 -0.0028 0.0958 -0.0567 0.60
H 1.043 -5.210 -3.100 0.1068 -0.0243 0.0136 0.27
H 0.665 -3.927 -5.783 0.0847 0.0503 0.0465 0.38
H 1.786 -5.274 -5.713 -0.0288 0.0066 -0.0531 0.27
H -0.673 -5.800 -6.236 0.0234 -0.0941 -0.0080 0.36
H 0.146 -6.820 -5.055 0.0136 0.0433 0.1596 0.40
H -2.252 -6.151 -2.703 -0.0389 0.0058 -0.0165 0.23
H -2.598 -6.985 -4.233 0.0222 -0.0200 -0.0125 0.28
H -1.078 -7.306 -3.368 -0.0065 0.0150 0.0228 0.36
C 1.281 3.247 3.824 -0.0682 -0.1134 0.1069 -0.76
C 1.212 4.727 4.168 0.0870 -0.0783 -0.0754 -0.67
C 0.548 5.535 3.046 -0.0817 0.0159 0.0731 -0.59
C 1.226 5.361 1.763 0.1184 0.1212 0.1528 0.40
N 1.779 5.193 0.771 -0.0326 -0.1180 -0.1698 -0.48
H 1.919 3.069 2.955 -0.0118 0.0607 -0.0107 0.21
H 1.683 2.656 4.646 -0.0175 0.0192 0.0214 0.43
H 0.279 2.865 3.601 0.0182 -0.0460 0.0004 0.16
H 2.216 5.107 4.364 -0.0221 0.0825 -0.0468 0.34
H 0.630 4.888 5.075 -0.0024 -0.0345 0.0074 0.37
H 0.508 6.598 3.283 0.0198 0.0011 -0.0328 0.41
H -0.482 5.192 2.910 -0.0239 0.0497 0.0368 0.23
C 5.183 -2.655 3.154 0.1277 0.0641 -0.0121 -1.51
C 4.649 -1.620 2.177 0.0196 -0.1445 0.0670 0.24
C 4.428 -0.246 2.822 -0.0693 -0.0611 -0.0788 -0.11
C 3.442 -0.313 3.904 0.1042 0.0060 -0.0094 0.29
N 2.674 -0.399 4.754 -0.1636 0.0386 -0.0576 -0.60
H 4.483 -2.826 3.973 0.0053 0.0118 0.0047 0.22
H 5.337 -3.608 2.652 -0.0086 -0.0005 0.0311 0.46
H 6.136 -2.334 3.582 -0.0034 0.0120 0.0037 0.39
H 3.703 -1.967 1.752 0.1860 -0.0795 0.1221 -0.18
H 5.341 -1.496 1.343 -0.0139 0.0579 -0.0240 0.37
H 4.066 0.474 2.084 0.0428 0.0391 0.0074 -0.07
H 5.360 0.146 3.233 -0.0067 -0.0057 0.0035 0.57
C 2.705 -8.032 5.571 0.0156 0.0047 0.0100 -1.13
C 2.877 -6.647 6.180 0.0120 -0.0609 -0.0161 -0.42
C 2.337 -5.530 5.278 0.0475 0.0187 0.0654 -0.34
C 3.025 -5.488 3.987 -0.0785 -0.0569 0.0332 0.24
N 3.574 -5.478 2.979 -0.0288 -0.0041 -0.0986 -0.49
H 3.261 -8.125 4.638 -0.0119 0.0084 -0.0085 0.33
H 3.069 -8.800 6.253 -0.0044 -0.0033 -0.0024 0.33
H 1.654 -8.242 5.362 -0.0022 0.0002 0.0003 0.30
H 3.932 -6.458 6.386 -0.0025 0.0138 0.0057 0.29
H 2.351 -6.589 7.134 -0.0052 0.0347 -0.0033 0.31
H 2.457 -4.555 5.753 -0.0244 0.0010 0.0006 0.28
H 1.272 -5.676 5.087 0.0005 0.0017 -0.0021 0.30
C 3.458 3.166 -1.855 -0.0008 0.0486 0.0154 -0.43
C 4.559 3.046 -2.900 -0.0113 0.0084 0.0566 -0.76
C 4.556 1.693 -3.620 -0.0003 0.0334 -0.0013 -0.49
C 4.751 0.583 -2.686 -0.0330 0.0112 -0.0515 0.31
N 4.899 -0.269 -1.932 -0.0225 -0.0055 0.1329 -0.47
H 3.584 2.421 -1.065 0.0071 -0.0154 -0.0152 0.02
H 3.469 4.147 -1.385 -0.0269 -0.0041 0.0105 0.41
H 2.471 3.024 -2.305 -0.0015 -0.0129 -0.0109 0.13
H 5.532 3.196 -2.430 0.0087 0.0066 -0.0144 0.35
H 4.446 3.829 -3.651 0.0046 -0.0193 -0.0260 0.37
H 5.345 1.645 -4.372 -0.0100 0.0010 -0.0066 0.38
H 3.604 1.535 -4.132 0.0084 -0.0120 -0.0132 0.24
C -7.541 2.150 1.487 0.0152 0.0109 0.0228 -1.05
C -7.754 3.631 1.771 0.0276 -0.0569 -0.0112 -0.41
C -8.185 4.421 0.529 -0.0073 0.0057 0.0442 -0.51
C -7.181 4.356 -0.533 -0.0695 -0.0167 0.0298 0.28
N -6.381 4.282 -1.353 0.0974 -0.0292 0.0133 -0.41
H -6.743 1.995 0.758 -0.0157 0.0006 -0.0176 0.24
H -7.267 1.618 2.398 0.0010 -0.0039 -0.0032 0.33
H -8.448 1.691 1.091 -0.0022 0.0008 -0.0030 0.35
H -6.838 4.071 2.172 -0.0109 0.0161 0.0102 0.28
H -8.524 3.758 2.532 -0.0106 0.0282 -0.0116 0.32
H -8.348 5.472 0.773 -0.0230 -0.0053 -0.0087 0.29
H -9.122 4.027 0.130 0.0002 0.0074 -0.0033 0.30

=====

Short version: maximum force = 4.132, 2.791, 6.308, 0.420 eV/A, in the order given.
Short version: HOMO level = -11.33, -10.37, -9.46, -11.10 eV, in the order given.
Short version: calculated total energy = -16457.02168, -54543.67207, -31195.09129, -61809.57369 eV, in the order given.